C5H6O2 as an isolated structure. Source: OMol25; level of theory: wB97M-V/def2-TZVPD.

Atoms and positions in Å:
C1 1.1976 0.0428 -0.5981
O1 -0.3449 -2.0721 0.1172
H1 -0.9064 -0.7139 -1.3706
H2 -1.7391 0.4455 1.8989
H3 1.9860 -1.8131 -1.2867
C2 1.4276 -0.9217 -1.5569
C3 -0.1587 1.3716 1.2676
H4 1.4270 -0.6339 -2.6064
C4 0.3127 0.4948 0.1662
C5 -0.2378 -1.1100 -0.6051
H5 0.4231 1.1392 2.1709
O2 -1.5441 1.3054 1.5048
H6 0.0591 2.4098 0.9985

Properties
orbital gap	9.265	eV
multiplicity	1
net charge	0